[1]
Entry from the OMol25 dataset: 2 unconnected molecules or ions with the total composition C11H19ClFN2O6S (ωB97M-V with the def2-TZVPD basis set).

Properties
HOMO energy (eV): -4.8
Maximum force (eV/A): 6.1
LUMO level (Eh): 0.0867
Net charge: -1

Last column: Mulliken charge in e.
CARTESIAN COORDINATES (ANGSTROEM)
O -0.6050 -2.3365 -0.6971  -0.55
C 0.6279 -2.3837 -0.9667  0.41
F 1.0209 -3.3369 -1.9291  -0.23
N 1.5257 -1.4990 -0.2258  0.17
C 2.2916 -0.5895 -1.1062  -0.31
O 2.0845 -0.6980 -2.3560  -0.58
N 3.2756 0.4093 -0.6809  0.40
C 4.2507 -0.0964 0.3195  -0.81
C 3.6697 -0.3624 1.7956  -0.56
C 3.5853 -1.9101 2.2286  -0.53
S 2.0382 -2.1059 3.2879  -0.29
C 2.6828 1.7273 -0.3279  0.25
Cl 1.0562 2.0658 -1.1414  -0.19
C 3.7137 2.8691 -0.8961  0.40
O 3.6768 4.0106 -0.3344  -0.70
O 4.5564 2.4702 -1.9020  -0.70
H 0.8944 -0.8930 0.3320  0.27
H 5.1388 0.6445 0.3347  0.27
H 4.6529 -1.1092 -0.0721  0.42
H 2.6578 0.1386 2.0013  0.41
H 4.4104 0.1396 2.5333  0.36
H 3.5332 -2.5896 1.3110  0.32
H 4.5123 -2.1936 2.8569  0.36
H 1.1808 -2.9751 2.6128  0.12
H 2.5279 1.9176 0.7856  0.20
C -6.2028 0.6141 -1.0181  -0.74
O -5.0298 1.0990 -1.6533  -0.37
C -4.2557 1.9380 -0.7967  -0.55
C -3.0620 1.1883 -0.2131  -0.31
O -3.4829 0.1587 0.6807  -0.41
C -3.4388 -1.1305 0.0786  -0.40
H -6.6153 -0.1892 -1.6320  0.24
H -5.9943 0.2172 -0.0212  0.32
H -6.9454 1.4171 -0.9479  0.32
H -4.8774 2.3639 -0.0019  0.32
H -3.8835 2.7638 -1.4109  0.37
H -2.4590 1.8898 0.3712  0.35
H -2.4268 0.7803 -1.0071  0.27
H -2.4012 -1.4650 0.0036  0.12
H -3.8968 -1.1340 -0.9136  0.30
H -3.9875 -1.8252 0.7182  0.26

[2]
Entry from the OMol25 dataset: 2 unconnected molecules or ions with the total composition C10H21ClF3NO5P (ωB97M-V with the def2-TZVPD basis set).

Properties
HOMO energy (eV): -5.9
Maximum force (eV/A): 3.2
LUMO level (Eh): 0.0901
Net charge: -1

Last column: Mulliken charge in e.
CARTESIAN COORDINATES (ANGSTROEM)
C -2.1158 3.2829 0.1011  -1.05
C -2.6964 1.8981 -0.4838  -0.35
C -1.5474 1.0106 -1.1895  0.35
C -1.7533 -0.5567 -0.9874  -0.51
C -1.0610 -1.1488 0.3232  -0.73
C 0.5331 -1.2144 0.2542  -0.58
P 1.3742 0.3678 0.9314  0.30
C 2.6936 -0.1242 2.2311  -0.65
N 4.0548 -0.3229 1.6641  -0.38
C 4.1521 -1.5827 0.8783  -0.63
C 2.2329 1.2880 -0.5161  -0.81
O 2.8707 0.3180 -1.4062  -0.31
C 2.3851 0.3830 -2.7031  0.79
F 3.2281 -0.4427 -3.4773  -0.29
F 2.4303 1.6446 -3.2863  -0.25
F 1.1035 -0.1157 -2.8767  -0.21
H -1.4950 3.0468 1.0315  0.24
H -1.4324 3.7561 -0.6750  0.23
H -2.9510 4.0099 0.3485  0.36
H -3.4626 2.1270 -1.2942  0.30
H -3.2460 1.3164 0.3276  0.25
H -1.6250 1.2313 -2.3115  0.33
H -0.5391 1.4057 -0.8534  -0.69
H -1.4564 -1.1097 -1.9416  0.31
H -2.8924 -0.7263 -0.8676  0.23
H -1.4263 -0.6570 1.2830  0.23
H -1.4180 -2.2363 0.3917  0.36
H 0.8563 -2.0439 0.9771  0.43
H 0.9144 -1.5145 -0.7686  0.31
H 2.2952 -1.0796 2.7113  0.30
H 2.6996 0.7290 2.9929  0.32
H 4.3513 0.4788 1.1026  0.32
H 5.1166 -1.5257 0.2824  0.31
H 4.2370 -2.4343 1.6213  0.24
H 3.2976 -1.7395 0.1480  0.16
H 1.5444 2.0214 -1.0277  0.45
H 3.0552 1.9089 -0.0163  0.37
O -6.1387 -2.8558 0.9804  -0.68
Cl -4.8631 -2.3307 1.4174  1.69
O -4.0618 -3.4019 1.9715  -0.68
O -5.0768 -1.3142 2.4257  -0.69
O -4.1677 -1.7470 0.2859  -0.71

We obtain electronic energy values of -53053.61254 -52394.77416 eV for the records listed above, in that order.